Model i:
An isolated molecule of C7H14OS2. Source: OMol25; level of theory: ωB97M-V/def2-TZVPD.

Calculated values
2S+1: 1
HOMO-LUMO gap (eV): 8.04

Atoms and positions in Å:
S 0.605 0.894 -1.544
S -0.296 1.871 1.086
O 2.266 1.654 -1.584
C 0.145 -1.857 -0.850
C -1.013 2.642 -0.299
C 0.044 -0.945 0.389
C 1.074 -1.286 1.528
C -1.399 -1.230 0.831
C 0.270 0.513 0.027
C -0.124 2.589 -1.494
H 0.727 -2.133 2.012
H 1.123 -1.852 -1.237
H -1.971 2.326 -0.615
H 0.828 3.103 -1.623
H -1.408 -2.376 0.989
H -0.887 2.823 -2.309
H 2.831 0.971 -1.185
H 1.988 -1.607 1.004
H -0.040 -2.840 -0.629
H 1.223 -0.409 2.239
H -0.602 -1.412 -1.486
H -2.199 -0.897 0.134
H -1.504 -0.560 1.671
H -1.101 3.689 -0.067


Model ii:
An isolated molecule of C7H14OS2. Source: OMol25; level of theory: ωB97M-V/def2-TZVPD.

Calculated values
2S+1: 1
HOMO-LUMO gap (eV): 9.22

Atoms and positions in Å:
S -1.059 -1.207 -1.337
S -0.155 -1.690 1.400
O -2.347 -1.960 -1.331
C 0.183 -2.511 -1.006
C 1.379 0.891 -0.117
C -0.781 1.856 -0.827
C -0.827 -0.323 0.320
C -0.326 1.685 1.700
C 1.086 -2.217 0.169
C -0.131 1.069 0.288
H 0.747 -2.645 -1.893
H 1.677 -3.101 0.605
H -1.805 -0.157 0.665
H -0.498 1.529 -1.817
H 0.019 2.687 1.683
H 0.169 1.177 2.583
H 1.790 1.929 -0.387
H -0.610 -3.251 -0.801
H -1.870 1.933 -0.793
H 1.703 -1.400 -0.138
H -1.436 1.868 1.917
H -0.282 2.915 -0.642
H 1.595 0.387 -1.075
H 1.781 0.536 0.836


Model iii:
A cluster of 2 separate species, C7H14OS2 in total. Source: OMol25; level of theory: ωB97M-V/def2-TZVPD.

Calculated values
2S+1: 1
SMILES: C1CCSSC1.CC(C)=O
HOMO-LUMO gap (eV): 9.15

Atoms and positions in Å:
S -0.389 2.547 0.874
S -1.699 1.013 0.503
O 1.282 -1.339 -1.409
C -0.810 -1.845 -2.454
C 0.478 0.322 -2.932
C -1.499 0.107 2.061
C -0.082 -0.433 2.241
C 0.407 -0.990 -2.185
C 0.994 0.651 2.363
C 1.109 1.562 1.143
H -1.794 0.771 2.896
H 0.484 0.142 -4.020
H 1.397 0.869 -2.661
H -2.232 -0.721 2.015
H 1.324 0.987 0.222
H -0.392 0.951 -2.683
H -0.060 -1.054 3.158
H 1.925 2.298 1.278
H -0.866 -2.105 -3.524
H -0.762 -2.778 -1.867
H 0.785 1.279 3.251
H -1.728 -1.301 -2.175
H 0.155 -1.091 1.383
H 1.973 0.158 2.523


Which one is most stable, and which one is least stable? model iii is the most stable of them, while model i is the least stable.


Model i:
An isolated molecule of C6H10BNO2. Source: OMol25; level of theory: ωB97M-V/def2-TZVPD.

Calculated values
2S+1: 1
HOMO-LUMO gap (eV): 9.04

Atoms and positions in Å:
O -2.340 0.170 2.322
O -0.013 0.014 2.750
N -0.672 -0.202 0.513
C 1.967 -1.666 -0.028
C 1.329 0.458 -1.279
C 0.482 1.552 -1.486
C -1.337 0.117 -0.724
C 1.290 -0.454 -0.359
C -0.822 1.393 -1.343
B -1.005 0.001 1.867
H -1.344 -0.607 -1.605
H 2.629 -1.679 0.851
H -1.515 2.125 -1.824
H 2.747 -1.807 -0.839
H 1.218 -2.534 0.040
H -2.430 0.350 -0.545
H 2.192 0.248 -1.927
H -3.069 -0.239 1.835
H 0.847 2.453 -1.925
H -0.153 0.309 3.707


Model ii:
An isolated molecule of C6H10BNO2. Source: OMol25; level of theory: ωB97M-V/def2-TZVPD.

Calculated values
2S+1: 1
SMILES: C[C@@H]1C=CC=N[C@@H]1B(O)O
HOMO-LUMO gap (eV): 9.13

Atoms and positions in Å:
O 0.893 -1.631 1.907
O 2.182 0.381 2.376
N 1.302 -0.167 -0.861
C -0.889 0.545 0.073
C -1.259 1.119 -1.325
C 0.642 0.356 0.305
C -1.715 -0.748 0.305
C -0.354 0.859 -2.335
C 0.880 0.105 -2.013
B 1.175 -0.294 1.680
H 1.226 1.303 0.428
H -2.125 1.659 -1.475
H 2.842 -0.258 2.545
H -1.886 -1.357 -0.631
H 1.289 -2.042 2.709
H -0.495 1.186 -3.350
H -1.216 -1.488 0.936
H -1.213 1.329 0.871
H 1.407 -0.260 -2.916
H -2.687 -0.598 0.771


Which one is most stable, and which one is least stable? model ii is the most stable of them, while model i is the least stable.


Model i:
A structure of composition C14H30N2O11V. Source: OMol25; level of theory: ωB97M-V/def2-TZVPD.

Calculated values
2S+1: 2
⟨S²⟩: 0.766
HOMO-LUMO gap (alpha / beta) (eV): 3.07 / 3.11
Charge: -2

Atoms and positions in Å:
V 0.400 -2.819 -1.363
O 0.207 -6.281 -2.446
O -2.534 5.289 1.433
O -0.757 0.310 2.497
O 0.645 -2.349 0.101
O -1.835 -3.569 -0.851
O -2.534 -4.675 -2.548
O 0.805 -5.019 -0.844
O 1.131 -4.363 -2.838
O -1.235 -2.965 -2.836
O 3.379 -3.191 -0.850
O -0.416 -0.527 -1.418
N 1.849 -1.320 -2.275
N -0.593 3.371 2.822
C 1.127 -5.430 -2.060
C -2.190 -3.501 -2.107
C 1.102 -0.571 -3.291
C 3.031 -1.978 -2.859
C -3.730 5.791 2.020
C 4.130 -3.601 0.252
C -1.691 2.534 2.330
C -0.889 -0.969 3.042
C -0.283 4.569 2.040
C -0.118 0.148 -2.638
C -1.515 0.100 -0.791
C -1.714 1.199 3.021
C -1.373 5.628 2.173
C 4.018 -2.374 -1.760
H 4.597 -2.769 0.794
H 0.226 2.771 2.834
H -1.739 2.446 1.238
H 4.862 -4.381 0.009
H -2.706 0.727 3.005
H -1.539 5.914 3.215
H -3.577 6.843 2.269
H -0.996 0.104 -3.286
H -2.410 0.053 -1.420
H -4.526 5.726 1.279
H 2.156 -0.524 -1.723
H -2.605 3.079 2.584
H 1.671 0.247 -3.758
H 2.844 -2.882 -3.439
H 3.405 -4.080 0.911
H 3.509 -1.281 -3.564
H -0.946 6.508 1.668
H 0.715 -1.159 -4.123
H -1.506 1.317 4.097
H 0.156 1.191 -2.431
H 4.429 -1.464 -1.287
H -1.848 -1.489 2.936
H -1.763 -0.440 0.119
H -1.237 1.136 -0.574
H -3.973 5.108 2.838
H -0.177 -1.687 2.634
H -0.257 4.320 0.971
H 4.869 -2.809 -2.308
H 0.632 5.013 2.429
H -0.684 -0.976 4.125


Model ii:
A structure of composition C14H30N2O11V. Source: OMol25; level of theory: ωB97M-V/def2-TZVPD.

Calculated values
2S+1: 2
⟨S²⟩: 0.771
HOMO-LUMO gap (alpha / beta) (eV): 2.81 / 2.84
Charge: -2

Atoms and positions in Å:
V -2.226 -0.915 0.939
O -3.946 -0.755 -0.546
O -5.256 -2.386 -0.319
O 2.288 -1.633 -0.928
O -0.644 -0.593 2.930
O 3.164 2.580 1.259
O -5.413 -1.866 2.592
O -4.054 -0.236 2.173
O -3.251 -2.694 -0.149
O -1.844 1.566 -2.779
O -3.275 -2.114 2.564
O -1.812 0.577 0.789
N 0.256 1.817 -0.885
N -0.192 -1.592 0.222
C -0.537 1.032 -2.948
C 3.507 -1.487 -1.606
C -4.251 -1.323 2.828
C -0.693 0.651 3.586
C -0.029 -2.570 -0.877
C 2.443 1.814 0.301
C 1.324 -2.405 -1.636
C 1.164 2.595 -0.026
C 0.365 -2.216 1.477
C -4.110 -1.997 -0.795
C 0.602 -1.123 2.543
C -2.367 2.431 -3.773
C 3.086 2.074 2.559
C 0.548 1.872 -2.280
H 3.920 -0.646 -1.046
H 0.103 0.636 4.337
H 1.259 -2.771 1.188
H -0.127 -3.621 -0.605
H 3.557 1.085 2.616
H -0.301 -2.951 1.934
H 1.198 -1.950 -2.624
H 3.013 1.737 -0.628
H -1.646 0.849 4.071
H -0.591 1.390 2.785
H 0.579 2.896 -2.687
H -0.628 2.269 -0.674
H -0.388 0.833 -4.012
H 1.148 -1.651 3.337
H 2.306 0.781 0.626
H -3.429 2.623 -3.648
H 1.537 1.476 -2.524
H 1.453 3.553 -0.475
H 2.024 1.966 2.807
H -0.816 -2.382 -1.610
H -1.881 3.412 -3.692
H 1.268 -0.288 2.309
H 0.594 -1.010 -0.066
H -2.133 2.140 -4.801
H 3.346 -1.361 -2.684
H 0.789 2.880 0.960
H 4.181 -2.354 -1.575
H 1.772 -3.380 -1.848
H 3.554 2.625 3.375
H -0.508 0.111 -2.365


Which one is most stable, and which one is least stable? model i is the most stable of them, while model ii is the least stable.


Model i:
A cluster of 2 separate species, C3H7NO3 in total. Source: OMol25; level of theory: ωB97M-V/def2-TZVPD.

Calculated values
2S+1: 2
⟨S²⟩: 0.771
HOMO-LUMO gap (alpha / beta) (eV): 3.76 / 8.32
Charge: -1

Atoms and positions in Å:
O -0.497 2.826 -0.474
O 0.787 -1.574 0.217
O 2.551 -0.194 -1.290
N 0.116 0.626 -0.034
C -0.109 -0.657 0.372
C -1.503 -0.936 0.807
C -0.794 1.641 -0.134
H 0.981 0.713 -0.563
H -2.217 -0.743 -0.036
H 2.544 -0.991 -0.742
H -1.621 -2.007 1.013
H -1.766 1.389 0.304
H 3.360 0.305 -1.121
H -1.832 -0.398 1.682


Model ii:
A cluster of 2 separate species, C3H7NO3 in total. Source: OMol25; level of theory: ωB97M-V/def2-TZVPD.

Calculated values
2S+1: 2
⟨S²⟩: 0.774
HOMO-LUMO gap (alpha / beta) (eV): 3.98 / 8.46
Charge: -1

Atoms and positions in Å:
O 1.156 0.919 1.014
O -2.170 -0.469 -1.690
O 2.372 1.725 -2.506
N -0.602 0.296 -0.203
C 0.256 0.048 0.962
C -0.116 -1.050 1.890
C -1.840 -0.301 -0.489
H -0.900 -1.659 1.427
H -0.373 -0.864 2.935
H -0.083 0.807 -0.893
H 0.876 -1.550 1.923
H 2.308 1.096 -1.785
H -2.414 -0.614 0.380
H 1.529 1.616 -2.965


Which one is most stable, and which one is least stable? model i is the most stable of them, while model ii is the least stable.


Model i:
A structure of composition C35H29ClIrN8O6S3. Source: OMol25; level of theory: ωB97M-V/def2-TZVPD.

Calculated values
2S+1: 2
⟨S²⟩: 0.756
HOMO-LUMO gap (alpha / beta) (eV): 7.07 / 5.11
Charge: +2

Atoms and positions in Å:
Ir -0.207 -0.351 -0.626
Cl 1.208 -0.529 -6.231
S -2.201 -1.411 -1.399
S -1.155 0.034 2.359
S 0.099 -2.530 0.153
O -0.845 1.613 -0.900
O 0.985 2.449 -6.358
O -0.815 -0.893 3.405
O -2.210 -0.316 1.431
O -0.318 3.425 -2.097
O 0.454 3.788 -4.677
N -3.586 0.938 -0.873
N 2.824 -2.613 0.087
N 1.876 0.186 -0.525
N 0.088 0.214 1.319
N 1.744 -3.020 2.107
N 0.116 -0.024 -2.631
N -4.655 -0.866 -0.387
N 0.469 -0.753 -3.708
C 2.345 0.449 0.732
C 3.699 0.729 1.000
C -0.511 -2.788 -4.583
C -2.103 4.051 4.217
C 0.120 1.260 -2.994
C -0.567 -4.170 -4.629
C -4.792 1.328 -0.341
C 2.739 0.221 -1.523
C 1.702 -2.698 0.785
C 3.968 -2.880 0.705
C -3.503 -0.395 -0.873
C -1.824 2.664 2.254
C -1.473 1.727 4.459
C 1.795 0.660 3.061
C 1.201 -4.308 -2.999
C 0.413 -2.189 -3.740
C 4.060 -3.257 2.045
C -1.506 1.590 3.079
C 4.098 0.514 -1.351
C 1.386 0.426 1.765
C 0.695 0.078 -4.750
C -5.469 0.196 -0.051
C -4.955 -2.274 -0.137
C 4.089 0.971 2.335
C 0.496 1.394 -4.332
C 1.277 -2.923 -2.948
C 0.286 -4.928 -3.835
C 0.666 2.600 -5.215
C -2.120 3.884 2.830
C -1.777 2.957 5.018
C 4.583 0.768 -0.099
C 3.151 0.931 3.328
C -2.400 5.387 4.829
C 2.887 -3.313 2.748
C -0.339 2.227 -1.942
H 4.865 -2.799 0.101
H 5.006 -3.485 2.510
H 3.445 1.123 4.351
H 5.124 1.200 2.551
H -3.086 5.963 4.212
H -4.829 -2.852 -1.049
H -2.833 5.281 5.822
H 5.628 1.002 0.060
H -6.454 0.044 0.352
H 1.089 0.654 3.877
H 0.859 -2.994 2.612
H -5.988 -2.343 0.188
H 0.239 -6.008 -3.878
H 2.021 -2.438 -2.328
H -1.239 0.877 5.086
H 4.732 0.539 -2.226
H 1.870 -4.902 -2.390
H -4.293 -2.646 0.642
H 2.807 -3.564 3.797
H -2.777 1.526 -1.045
H -5.065 2.362 -0.230
H -1.768 3.069 6.094
H 0.189 3.765 -3.730
H -1.812 2.546 1.178
H -1.278 -4.655 -5.284
H -1.481 5.968 4.930
H 2.389 -0.004 -2.518
H -2.367 4.727 2.197
H -1.182 -2.185 -5.182


Model ii:
A structure of composition C35H29ClIrN8O6S3. Source: OMol25; level of theory: ωB97M-V/def2-TZVPD.

Calculated values
2S+1: 2
⟨S²⟩: 0.759
HOMO-LUMO gap (alpha / beta) (eV): 7.11 / 5.02
Charge: +2

Atoms and positions in Å:
Ir 0.074 -0.111 0.113
Cl 3.388 -2.769 -3.955
S -0.833 0.586 2.904
S 1.515 -2.032 0.877
S 1.100 2.047 0.274
O 0.494 -0.013 2.637
O -1.798 -3.398 -1.356
O -1.234 -1.678 -0.085
O -0.881 1.774 3.690
O -0.669 -4.824 -3.305
O 1.239 -4.677 -4.412
N 2.067 -1.198 -2.280
N 3.738 -1.601 2.286
N 1.320 2.798 -2.392
N -0.023 4.008 -1.233
N 1.884 -2.182 3.546
N -1.292 0.768 -1.191
N 0.904 -1.112 -1.572
N -1.259 0.749 1.375
C 2.449 -1.871 2.356
C 3.697 0.142 -1.047
C -3.321 2.109 1.510
C -4.356 2.751 -0.591
C -1.268 0.713 -2.510
C -4.355 -3.601 5.423
C 4.465 -1.667 3.402
C -4.332 2.765 0.776
C 5.190 1.600 -2.254
C 2.056 -2.320 -3.032
C 0.786 2.935 -1.174
C -1.845 -0.630 3.642
C -2.722 -0.264 4.655
C -0.781 4.572 -0.115
C 0.487 -4.257 -3.580
C 4.623 1.197 -3.459
C -3.524 -1.237 5.228
C 0.862 -3.001 -2.826
C 3.934 -2.005 4.641
C 0.015 4.543 -2.503
C -1.052 -2.481 -1.082
C -2.260 1.303 -3.305
C -3.461 -2.565 4.809
C 0.202 -2.219 -1.876
C -2.329 1.425 -0.573
C 4.724 1.077 -1.057
C 2.585 -2.252 4.683
C -3.287 1.982 -2.711
C -2.571 -2.904 3.786
C 3.580 0.283 -3.463
C 0.856 3.779 -3.235
C -3.343 2.071 -1.303
C -1.768 -1.948 3.194
C -2.332 1.436 0.838
C 3.124 -0.231 -2.250
H 3.126 -0.022 -4.397
H -3.972 -4.606 5.263
H -4.063 2.447 -3.306
H 5.518 -1.435 3.295
H -5.108 3.286 1.321
H 2.020 2.102 -2.619
H -4.471 -3.436 6.493
H 4.542 -2.065 5.530
H -2.191 1.203 -4.378
H 6.006 2.311 -2.254
H 1.172 3.861 -4.259
H -1.135 -2.211 2.352
H -1.614 5.139 -0.521
H -1.149 3.765 0.513
H 0.879 -2.327 3.556
H 2.037 -2.504 5.581
H -0.141 5.225 0.474
H -2.523 -3.929 3.440
H -1.182 -4.357 -2.598
H 3.366 -0.309 -0.122
H -4.206 -0.961 6.022
H -2.755 0.760 5.003
H -5.350 -3.549 4.975
H -0.548 5.421 -2.767
H -0.444 0.192 -2.973
H 5.168 1.384 -0.120
H -3.326 2.146 2.590
H -5.143 3.250 -1.139
H 4.994 1.588 -4.396


Which one is most stable, and which one is least stable? model i is the most stable of them, while model ii is the least stable.


Model i:
The ion C9H17N2O with charge +1. Source: OMol25; level of theory: ωB97M-V/def2-TZVPD.

Calculated values
2S+1: 1
SMILES: OC[N@H+]1CNC2=C(CCCC2)C1
HOMO-LUMO gap (eV): 8.45
Charge: +1

Atoms and positions in Å:
O -3.863 0.613 1.360
N -1.763 0.583 0.324
N -0.506 -1.512 0.881
C -3.212 0.987 0.182
C 0.637 -1.049 0.268
C 0.457 0.281 -0.484
C 3.067 -0.558 0.266
C 1.918 -1.650 0.507
C -0.877 0.916 -0.739
C 2.974 0.273 -1.017
C 1.647 1.052 -0.963
C -1.790 -1.007 0.521
H -1.323 0.782 -1.769
H -0.314 -1.851 1.800
H -3.187 2.118 -0.044
H 1.406 1.660 -1.939
H 3.073 -0.425 -1.879
H -2.562 -1.187 1.161
H -1.486 0.987 1.265
H 2.285 -1.956 1.490
H 4.053 -0.856 0.222
H 2.121 -2.512 -0.178
H -4.771 0.588 1.018
H 2.881 -0.011 1.161
H -0.732 1.944 -0.897
H 1.673 1.749 -0.199
H -3.600 0.627 -0.732
H 3.832 0.819 -1.058
H -2.039 -1.405 -0.529


Model ii:
The ion C9H17N2O with charge +1. Source: OMol25; level of theory: ωB97M-V/def2-TZVPD.

Calculated values
2S+1: 1
SMILES: C=C(OC)/C(=[NH+]/C)N1CCCC1
HOMO-LUMO gap (eV): 10.66
Charge: +1

Atoms and positions in Å:
O 0.514 -0.436 -2.411
N -0.583 -2.106 0.119
N -0.047 0.148 0.708
C -0.671 -0.397 -1.805
C 0.129 0.096 2.161
C -0.369 -0.828 -0.078
C 0.246 1.559 2.583
C -1.898 -0.151 -2.206
C 0.871 2.220 1.357
C 0.566 -0.070 -3.785
C -0.515 -2.936 1.307
C 0.171 1.508 0.207
H -0.016 -0.759 -4.399
H 0.205 0.950 -3.927
H -1.510 -3.327 1.532
H 0.149 -3.779 1.116
H -0.146 -2.390 2.167
H -0.728 -0.386 2.634
H -0.741 1.978 2.777
H -2.735 -0.166 -1.537
H -2.100 0.075 -3.239
H 1.944 2.032 1.331
H 0.703 3.292 1.337
H -0.798 1.969 -0.007
H 0.766 1.487 -0.706
H 0.853 1.676 3.477
H -0.849 -2.626 -0.709
H 1.046 -0.449 2.400
H 1.616 -0.130 -4.060


Which one is most stable, and which one is least stable? model ii is the most stable of them, while model i is the least stable.


Model i:
The ion C2H3N4O with charge -1. Source: OMol25; level of theory: ωB97M-V/def2-TZVPD.

Calculated values
2S+1: 1
SMILES: C[N-]C(=O)N=[N+]=[N-]
HOMO-LUMO gap (eV): 8.26
Charge: -1

Atoms and positions in Å:
O 0.147 1.959 -0.078
N 1.875 0.383 0.048
N 3.127 -1.464 -0.046
N 2.412 -0.620 0.009
N -0.236 -0.356 0.017
C 0.450 0.739 -0.085
C -1.662 -0.214 -0.046
H -2.181 -0.148 -1.044
H -1.925 -0.966 0.709
H -2.006 0.688 0.518


Model ii:
A structure of composition C2H3N4O. Source: OMol25; level of theory: ωB97M-V/def2-TZVPD.

Calculated values
2S+1: 1
HOMO-LUMO gap (alpha / beta) (eV): 8.84 / 9.18
Charge: -1

Atoms and positions in Å:
O 0.749 1.586 2.197
N -0.036 -1.402 -0.658
N 0.742 0.116 2.159
N -1.055 0.230 -1.707
N -0.697 0.772 -0.523
C -0.665 -0.985 -1.778
C -0.180 -0.316 0.031
H -0.609 -1.650 -2.715
H 0.209 1.778 1.474
H 1.542 -0.130 1.519


Which one is most stable, and which one is least stable? model i is the most stable of them, while model ii is the least stable.